{
  "formula": "CHF2NO2",
  "method": "ωB97M-V/def2-TZVPD",
  "elements": ["C", "N", "O", "O", "F", "F", "H"],
  "positions_angstrom": [[-0.7096, 0.5546, 0.3456], [-0.6005, -1.2092, -1.4486], [-0.9106, 1.5997, 0.8032], [-1.0928, 0.3518, -0.8295], [-0.4519, -0.8770, -2.7816], [-1.7088, -1.9689, -1.4570], [-0.2346, -0.4139, 0.9241]],
  "lowdin_charge": [-0.5339, 0.0927, 0.1264, 0.0701, 0.0195, 0.0420, 0.1832],
  "homo_lumo_gap_ev": 9.66,
  "total_charge": 0,
  "e_above_lowest_kcal_mol": 82.98,
  "largest_force_ev_per_a": 7.35
}

---

{
  "formula": "C23H49N3OP4Rh",
  "method": "ωB97M-V/def2-TZVPD",
  "elements": ["Rh", "P", "P", "P", "H", "C", "C", "H", "C", "C", "C", "C", "C", "C", "C", "C", "C", "H", "H", "H", "H", "H", "H", "H", "H", "H", "H", "H", "H", "H", "H", "H", "H", "H", "H", "H", "H", "H", "H", "H", "H", "H", "H", "H", "H", "H", "C", "C", "C", "C", "C", "C", "O", "H", "H", "H", "H", "H", "H", "C", "N", "C", "N", "C", "N", "C", "P", "C", "C", "H", "H", "H", "H", "H", "H", "H", "H", "H", "H", "H", "H"],
  "positions_angstrom": [[-0.1328, -0.5196, -0.7851], [0.0837, -2.2745, -1.8643], [2.1482, -0.0566, -0.1747], [-2.4706, 0.1190, -1.4681], [1.1684, 2.6571, -1.3728], [0.1564, 2.7877, -0.9718], [-0.1398, 2.6962, 0.3335], [0.6598, 2.6349, 1.0880], [1.0641, -2.2811, -3.4111], [1.0853, -3.3892, -0.8563], [-1.4367, -3.2111, -2.1902], [2.8958, 1.5119, 0.4699], [2.7732, -1.1420, 1.1949], [3.3185, -0.5016, -1.5348], [-3.0942, 1.7135, -0.8083], [-3.6391, -1.0940, -0.7912], [-3.0613, 0.2076, -3.2093], [-0.5727, 3.0417, -1.7324], [-1.1832, 2.6549, 0.6850], [0.4627, -1.8742, -4.2396], [1.3812, -3.3242, -3.5815], [1.9752, -1.6708, -3.3268], [0.9798, -4.3459, -1.3801], [0.6672, -3.4448, 0.1581], [2.1384, -3.0778, -0.8455], [-1.0946, -4.1517, -2.6630], [-2.1386, -2.6839, -2.8652], [-1.9300, -3.4152, -1.2209], [3.9851, 1.4193, 0.4544], [2.5942, 1.6726, 1.5050], [2.6215, 2.3849, -0.1173], [3.8704, -1.0736, 1.2131], [2.4788, -2.1841, 1.0316], [2.3943, -0.7923, 2.1650], [4.3362, -0.2290, -1.2291], [3.0498, 0.0639, -2.4353], [3.2895, -1.5774, -1.7364], [-4.1444, 1.8634, -1.0763], [-2.5204, 2.5662, -1.1715], [-3.0392, 1.6996, 0.2774], [-4.1333, -1.6503, -1.5952], [-4.4080, -0.5699, -0.2098], [-3.1317, -1.8166, -0.1447], [-4.1081, 0.5633, -3.2647], [-3.0436, -0.7974, -3.6557], [-2.4262, 0.8752, -3.8069], [-0.0677, 1.0269, -4.5353], [0.5595, 0.2158, -5.5087], [0.4424, 0.5383, -6.8753], [-0.3788, 1.5759, -7.3722], [-1.0802, 2.3333, -6.4164], [-0.9281, 2.0316, -5.0420], [0.3537, 1.0039, -3.2058], [-0.0958, 0.2133, -2.5793], [1.2355, -0.5808, -5.1651], [0.9482, -0.0982, -7.5940], [-0.4372, 1.8076, -8.4480], [-1.7997, 3.0952, -6.7357], [-1.4153, 2.6599, -4.3062], [0.0262, -1.2080, 4.4619], [-0.3327, 0.2068, 4.1718], [-1.7685, 0.4087, 4.4092], [-2.5989, -0.5282, 3.6049], [-2.2247, -1.9193, 3.8835], [-0.7688, -2.0959, 3.6104], [-0.4222, -2.0708, 2.1868], [-0.7822, -0.3827, 1.4850], [0.0647, 0.6292, 2.8189], [-2.5360, -0.2011, 2.1722], [-0.2105, -1.4224, 5.5196], [1.0901, -1.3805, 4.2481], [-2.0122, 1.4220, 4.0512], [-1.9899, 0.2403, 5.4806], [-2.7972, -2.6096, 3.2439], [-2.4035, -2.1463, 4.9499], [0.6343, -2.3585, 2.0557], [-1.0113, -2.8369, 1.6505], [-0.2318, 1.6812, 2.7097], [1.1629, 0.5804, 2.7234], [-3.2272, -0.8813, 1.6608], [-2.9076, 0.8285, 2.0233]],
  "lowdin_charge": [0.3195, 0.5930, 0.7811, 0.7879, 0.0551, -0.0616, -0.0920, 0.0403, -0.2014, -0.2257, -0.2145, -0.2239, -0.2338, -0.2275, -0.2346, -0.2620, -0.2088, 0.0546, 0.0449, 0.0404, 0.0870, 0.0331, 0.0782, 0.0279, 0.0423, 0.0799, 0.0489, 0.0524, 0.0728, 0.0394, 0.0373, 0.0839, 0.0213, 0.0212, 0.0711, 0.0560, 0.0330, 0.0780, 0.0402, 0.0055, 0.0700, 0.0687, 0.0098, 0.0861, 0.0522, 0.0113, -0.3235, -0.0207, -0.0373, -0.0246, -0.0310, -0.0418, -0.1103, 0.0065, 0.0860, 0.1162, 0.1315, 0.1242, 0.1074, -0.0924, -0.0890, -0.1040, -0.0990, -0.0926, 0.0177, -0.2525, 0.9489, -0.2726, -0.2623, 0.1640, 0.1498, 0.1506, 0.1614, 0.1547, 0.1630, 0.0790, 0.1107, 0.0935, 0.0732, 0.0746, 0.1025],
  "homo_lumo_gap_ev": [7.71, 3.50],
  "total_charge": 3,
  "s2": 6.024,
  "e_above_lowest_kcal_mol": 35.09,
  "multiplicity": 5,
  "largest_force_ev_per_a": 4.98
}

---

{
  "formula": "C2H12N2O3",
  "method": "ωB97M-V/def2-TZVPD",
  "elements": ["C", "N", "C", "N", "H", "H", "H", "H", "H", "H", "O", "H", "H", "O", "H", "H", "O", "H", "H"],
  "positions_angstrom": [[0.4957, -1.3536, -0.0648], [1.4765, -0.4999, 0.6546], [1.0957, 0.0554, 1.7231], [-0.0995, -0.1176, 2.4196], [0.4120, -2.3682, 0.3248], [0.7673, -1.3521, -1.1116], [-0.4748, -0.8721, 0.0578], [1.7752, 0.7554, 2.2047], [-0.6697, -0.8701, 2.0848], [0.0050, -0.2385, 3.4257], [-1.7055, -0.8220, -2.1908], [-2.2438, -0.0615, -2.4266], [-0.8423, -0.6070, -2.5694], [1.3110, 1.1055, -1.7547], [1.1945, 2.0056, -1.4511], [1.4807, 0.4319, -1.0679], [-1.5896, 1.7594, -0.3537], [-0.6588, 1.5198, -0.4671], [-1.7295, 1.5297, 0.5626]],
  "lowdin_charge": [-0.1229, -0.0440, -0.3062, 0.0805, 0.0887, 0.0616, 0.0516, 0.1159, 0.0655, 0.0949, -0.0660, 0.0353, 0.0255, -0.0671, 0.0356, -0.0128, -0.0512, -0.0048, 0.0199],
  "smiles": "C/N=C\\N.O.O.O",
  "homo_lumo_gap_ev": 10.54,
  "total_charge": 0,
  "e_above_lowest_kcal_mol": 20.62,
  "largest_force_ev_per_a": 1.41
}

---

{
  "formula": "C9H12NO3S",
  "method": "ωB97M-V/def2-TZVPD",
  "elements": ["C", "C", "C", "C", "C", "C", "C", "C", "C", "N", "O", "O", "O", "S", "H", "H", "H", "H", "H", "H", "H", "H", "H", "H", "H", "H"],
  "positions_angstrom": [[0.0622, 0.1554, -3.3191], [-0.0696, -0.9659, -0.2764], [1.9502, -0.0165, -1.5023], [-0.4344, 0.6201, -4.5765], [-1.7738, 0.5206, 0.8943], [0.1759, 1.6141, -0.1230], [0.6033, 0.1010, 1.8038], [0.9810, -2.2208, -1.8517], [-0.2942, 0.3478, 0.5746], [0.8966, -1.0501, -1.1535], [-0.0990, -0.7074, -4.5998], [2.9522, 0.0532, -0.8284], [-0.9202, 1.3115, -5.4084], [1.7778, 0.7649, -3.0442], [-2.0103, 1.0126, 1.8615], [-2.2362, 1.0343, 0.1353], [-2.2899, -0.4092, 1.0261], [-0.2230, 2.3844, 0.4217], [-0.0640, 1.6300, -1.2272], [1.2175, 1.6145, -0.1146], [1.5829, 0.0130, 1.2919], [0.3732, -0.6828, 2.5111], [0.6038, 0.9716, 2.5377], [0.5953, -3.0746, -1.2023], [0.3233, -2.3402, -2.7436], [2.0807, -2.4404, -2.1689]],
  "lowdin_charge": [-0.3732, 0.0474, -0.7611, -0.6516, -0.0772, -0.0715, -0.0645, -0.1445, -0.5737, -0.2150, -0.0720, 0.0076, 0.0678, 0.9724, 0.0855, 0.0446, 0.0587, 0.0553, 0.0837, 0.0371, 0.0736, 0.0630, 0.0959, 0.0978, 0.0875, 0.1265],
  "homo_lumo_gap_ev": 7.47,
  "total_charge": -1,
  "e_above_lowest_kcal_mol": 95.35,
  "largest_force_ev_per_a": 5.86
}

---

{
  "formula": "C32H30Br2CrNP2",
  "method": "ωB97M-V/def2-TZVPD",
  "elements": ["Cr", "C", "P", "C", "C", "C", "C", "C", "C", "C", "C", "C", "C", "C", "C", "C", "C", "C", "C", "C", "P", "C", "C", "C", "C", "C", "C", "C", "C", "C", "C", "C", "C", "N", "H", "H", "H", "H", "H", "H", "H", "H", "H", "H", "H", "H", "H", "H", "H", "H", "H", "H", "H", "H", "H", "H", "H", "H", "H", "H", "Br", "C", "Br", "H", "H", "C", "H", "H"],
  "positions_angstrom": [[-0.3888, -0.1847, -0.4599], [-1.8631, 2.0493, 1.5609], [-1.7384, 0.2223, 1.4467], [-0.8230, -0.2371, 2.9621], [0.1269, -1.2522, 2.8644], [0.8853, -1.6266, 3.9653], [0.6989, -0.9892, 5.1814], [-0.2420, 0.0252, 5.2917], [-0.9924, 0.4012, 4.1904], [-3.4256, -0.4219, 1.6632], [-4.1573, -0.2717, 2.8395], [-5.4519, -0.7579, 2.9266], [-6.0258, -1.4044, 1.8393], [-5.2996, -1.5720, 0.6711], [-4.0028, -1.0866, 0.5872], [-0.6468, 2.5790, 0.8651], [0.0809, 3.7318, 1.0487], [1.0773, 3.7447, 0.0357], [0.8972, 2.5981, -0.7018], [1.6024, 2.0687, -1.9128], [1.5458, 0.2378, -1.7451], [3.0461, -0.1263, -0.7811], [3.0182, 0.2242, 0.5701], [4.1322, 0.0237, 1.3689], [5.2810, -0.5391, 0.8293], [5.3108, -0.8999, -0.5096], [4.1994, -0.6914, -1.3140], [1.8753, -0.4134, -3.4084], [1.3580, -1.6579, -3.7553], [1.5793, -2.1810, -5.0211], [2.3095, -1.4594, -5.9526], [2.8248, -0.2142, -5.6175], [2.6105, 0.3055, -4.3505], [-0.1473, 1.8628, -0.1967], [-1.9398, 2.4159, 2.5847], [-2.7839, 2.3250, 1.0396], [0.2649, -1.7622, 1.9184], [1.6205, -2.4145, 3.8670], [1.2894, -1.2757, 6.0419], [-0.3853, 0.5308, 6.2377], [-1.7024, 1.2116, 4.2940], [-3.7181, 0.2267, 3.6944], [-6.0118, -0.6366, 3.8444], [-7.0355, -1.7869, 1.9107], [-5.7389, -2.0920, -0.1710], [-3.4036, -1.2491, -0.3023], [-0.0875, 4.4835, 1.8040], [1.8259, 4.5036, -0.1304], [2.6251, 2.4432, -1.9866], [1.0698, 2.3261, -2.8356], [2.1263, 0.6723, 1.0001], [4.1003, 0.3063, 2.4131], [6.1519, -0.6969, 1.4520], [6.2013, -1.3472, -0.9318], [4.2298, -0.9825, -2.3568], [0.7737, -2.2078, -3.0251], [1.1725, -3.1496, -5.2811], [2.4758, -1.8642, -6.9426], [3.3934, 0.3524, -6.3432], [3.0202, 1.2748, -4.0952], [-1.7315, 0.1920, -2.8093], [-3.6029, 0.6596, -2.6239], [-3.8940, 2.2670, -1.6220], [-4.1022, -0.1554, -2.1163], [-3.9974, 0.8113, -3.6211], [-0.4769, -2.0626, -0.5967], [-1.1690, -2.6418, -1.2200], [0.1852, -2.7647, -0.0724]],
  "lowdin_charge": [0.0139, -0.2609, 1.0384, -0.3190, -0.0900, -0.0746, -0.0840, -0.0786, -0.0931, -0.3300, -0.0727, -0.0786, -0.0842, -0.0783, -0.1073, -0.4012, -0.0635, -0.0642, -0.4153, -0.2511, 0.9898, -0.3212, -0.0853, -0.0751, -0.0881, -0.0837, -0.0756, -0.3743, -0.0998, -0.0760, -0.0844, -0.0793, -0.0893, -0.0972, 0.0797, 0.0378, 0.0684, 0.1061, 0.1028, 0.1041, 0.0918, 0.0961, 0.1036, 0.1028, 0.1045, 0.0721, 0.0908, 0.0918, 0.0960, 0.0886, 0.1010, 0.1058, 0.1012, 0.1022, 0.1004, 0.0841, 0.1046, 0.1024, 0.1035, 0.1043, 0.7689, -1.0007, 0.6595, -0.0189, 0.0005, -0.2362, -0.0449, -0.0406],
  "homo_lumo_gap_ev": [7.30, 7.18],
  "total_charge": 0,
  "s2": 1.154,
  "multiplicity": 2,
  "largest_force_ev_per_a": 0.54
}